{
  "formula": "C28H29N5O5RhS",
  "method": "ωB97M-V with the def2-TZVPD basis set",
  "symbols": ["Rh", "O", "C", "C", "C", "C", "C", "C", "C", "C", "N", "H", "H", "H", "H", "H", "H", "H", "H", "H", "H", "H", "C", "C", "C", "C", "C", "C", "C", "S", "O", "O", "N", "C", "C", "C", "C", "C", "N", "H", "H", "H", "H", "H", "H", "H", "H", "H", "H", "H", "C", "O", "C", "O", "H", "H", "H", "N", "C", "C", "C", "C", "N", "C", "C", "H", "H", "H", "H"],
  "positions_angstrom": [[-0.51, -0.57, 0.87], [0.13, 1.28, 2.35], [-0.67, 2.43, 2.68], [-0.61, 3.48, 1.58], [-0.86, 2.87, 0.20], [-2.15, 2.12, 0.10], [-3.34, 2.83, 0.12], [-4.54, 2.20, -0.14], [-4.51, 0.85, -0.46], [-3.30, 0.20, -0.42], [-2.13, 0.79, -0.10], [0.96, 1.58, 1.92], [-0.33, 2.84, 3.63], [-1.69, 2.07, 2.83], [0.39, 3.93, 1.57], [-1.32, 4.27, 1.80], [-0.04, 2.21, -0.05], [-0.88, 3.66, -0.55], [-3.31, 3.90, 0.30], [-5.47, 2.75, -0.13], [-5.41, 0.31, -0.73], [-3.26, -0.84, -0.68], [4.10, 3.26, -5.21], [3.74, 2.63, -3.89], [2.41, 2.42, -3.52], [2.08, 1.86, -2.30], [3.10, 1.50, -1.43], [4.44, 1.69, -1.77], [4.75, 2.25, -2.99], [2.71, 0.84, 0.15], [3.89, 0.20, 0.67], [2.13, 1.91, 0.95], [1.51, -0.21, -0.11], [1.81, -1.55, -0.29], [3.01, -2.17, -0.66], [3.07, -3.54, -0.66], [1.95, -4.30, -0.28], [0.81, -3.63, 0.04], [0.72, -2.29, -0.01], [3.24, 3.28, -5.89], [4.91, 2.73, -5.70], [4.43, 4.29, -5.06], [1.62, 2.70, -4.22], [1.04, 1.69, -2.03], [5.21, 1.39, -1.07], [5.78, 2.40, -3.27], [3.88, -1.58, -0.91], [3.99, -4.04, -0.93], [1.98, -5.38, -0.25], [-0.09, -4.16, 0.32], [1.48, -1.45, 4.51], [0.91, -1.49, 3.16], [-0.37, -1.19, 3.06], [-1.19, -1.07, 3.92], [2.45, -1.92, 4.42], [0.83, -1.99, 5.19], [1.57, -0.41, 4.81], [-6.66, -5.04, -0.22], [-5.68, -4.47, -0.01], [-4.46, -3.75, 0.24], [-4.27, -3.08, 1.44], [-3.09, -2.38, 1.63], [-2.13, -2.33, 0.71], [-2.31, -3.00, -0.44], [-3.45, -3.72, -0.71], [-5.03, -3.09, 2.21], [-2.91, -1.84, 2.55], [-1.50, -2.93, -1.16], [-3.56, -4.24, -1.65]],
  "lowdin_spin": [2.641, 0.094, 0.007, 0.000, 0.000, 0.010, 0.002, 0.002, 0.002, 0.007, 0.074, 0.001, 0.003, 0.001, 0.000, 0.000, -0.001, 0.000, 0.000, 0.000, 0.000, 0.000, 0.000, 0.001, 0.000, 0.001, 0.003, 0.002, 0.000, 0.013, 0.011, 0.000, 0.113, 0.018, 0.003, 0.004, 0.006, 0.016, 0.123, 0.000, 0.000, 0.000, 0.000, 0.000, 0.000, 0.000, 0.001, 0.000, 0.001, 0.001, 0.037, 0.089, 0.352, 0.228, 0.002, 0.005, 0.002, -0.001, 0.000, -0.002, 0.004, 0.009, 0.101, 0.006, 0.004, 0.000, 0.001, 0.000, 0.001],
  "lumo_ev": [-3.375, -4.946],
  "total_charge": 1,
  "fmax_ev_per_a": 1.0,
  "homo_lumo_gap_ha": [0.282, 0.230],
  "spin_multiplicity": 5,
  "de_lowest_kcal_mol": 21.0,
  "e_homo_ev": [-11.1, -11.2]
}